Below is C37H100N5O28Y as an isolated structure at a distorted geometry, with properties calculated with ωB97M-V/def2-TZVPD.

Geometry as XYZ:
```
171
C37H100N5O28Y (ωB97M-V/def2-TZVPD)
Y 0.00411 2.73336 2.37374
O 2.14451 6.24026 1.36741
C 1.47426 5.11014 1.47593
O 0.38400 5.11074 2.05152
O 1.86464 3.99502 1.13254
H 2.96693 5.98144 0.94526
O 2.79227 3.22197 5.70013
C 1.90325 3.01547 4.71907
O 0.83890 3.62883 4.54045
O 2.15088 2.30612 3.75541
H 3.46409 2.56620 5.49954
O -0.07768 -0.59602 -0.23283
C -0.01245 0.34421 0.70661
O 0.94749 1.06581 0.98333
O -0.98850 0.69969 1.36726
H 0.77764 -0.62680 -0.66768
C -4.35359 3.85753 2.16069
C -2.99877 3.34594 1.87773
C -2.38580 3.85512 0.60923
O -1.00948 3.45954 0.30725
C -0.61795 4.03994 -0.92121
N -2.14244 3.62494 3.02095
H -5.02404 3.93776 1.30502
H -4.38125 4.87419 2.55279
H -4.82975 3.20791 2.89509
H -2.99408 2.25740 1.82156
H -2.35483 4.94124 0.69573
H -3.02960 3.64856 -0.24573
H 0.28522 3.51126 -1.22599
H -0.48568 5.12070 -0.87049
H -1.39785 3.96849 -1.67933
H -2.37463 4.58882 3.21364
H -2.65072 3.16676 3.76380
C 4.07058 -3.76086 1.03877
C 3.21339 -4.22734 -0.13835
C 1.65873 -4.07828 0.11719
O 1.31533 -4.78914 1.23032
C 1.32092 -6.21169 1.08459
N 3.48579 -3.49007 -1.34207
H 3.75229 -2.76728 1.35436
H 5.12462 -3.76879 0.76126
H 4.06538 -4.40347 1.91919
H 3.56309 -5.24176 -0.33012
H 0.94605 -4.36885 -0.65465
H 1.44158 -3.02653 0.30370
H 0.86105 -6.56044 2.00926
H 2.32589 -6.63315 1.06202
H 0.80701 -6.57033 0.19276
H 2.98079 -3.80395 -2.15849
H 4.43307 -3.56035 -1.68531
C 1.28404 4.94566 -4.50135
C 0.30350 3.82900 -4.65347
C -1.08754 4.25767 -4.98567
O -1.54782 5.16600 -3.97561
C -3.02152 5.38550 -4.01186
N 0.73523 3.05710 -5.82748
H 0.92793 5.70000 -3.79974
H 1.42906 5.57625 -5.37853
H 2.23435 4.58059 -4.11182
H 0.25122 3.21299 -3.75576
H -1.75013 3.41121 -5.16613
H -1.17050 4.71912 -5.96968
H -3.17789 6.08678 -4.83153
H -3.34199 5.89081 -3.10078
H -3.64324 4.49157 -4.06134
H 0.06433 2.32457 -6.01020
H 0.58117 3.74131 -6.55427
C -2.65348 -7.39649 1.26914
C -2.99085 -7.14961 -0.22341
C -2.37075 -5.82773 -0.76800
O -3.06006 -4.69682 -0.24140
C -2.32156 -3.44809 -0.20501
N -2.38202 -8.24450 -0.96785
H -3.39394 -8.02275 1.76676
H -2.87475 -6.44551 1.75367
H -1.60428 -7.48714 1.55029
H -4.07871 -7.21570 -0.20579
H -2.41894 -5.80533 -1.85670
H -1.30101 -5.70758 -0.59678
H -2.42900 -3.05876 -1.21743
H -1.24144 -3.40627 -0.06477
H -2.82654 -2.75034 0.46300
H -2.67169 -7.99571 -1.90288
H -2.78041 -9.15177 -0.77223
C -1.96354 -3.60480 3.41739
C -1.45874 -2.28381 4.02239
C 0.04345 -2.23641 3.69134
O 0.81702 -1.14817 4.25611
C 2.19838 -1.07305 3.83037
N -2.15032 -1.20125 3.35546
H -3.04778 -3.69963 3.47667
H -1.67198 -4.49814 3.96968
H -1.75425 -3.70852 2.35271
H -1.74216 -2.24260 5.07410
H 0.18863 -2.18590 2.61224
H 0.33932 -3.24953 3.96369
H 2.84496 -0.53054 4.52007
H 2.36056 -0.53198 2.89815
H 2.57885 -2.06686 3.59437
H -1.66115 -0.97449 2.50141
H -3.10500 -1.40731 3.09815
C -0.29447 -3.08463 -4.49734
C 0.37145 -3.84411 -3.32049
O 1.60028 -4.39706 -3.76235
O -0.60204 -3.80208 -5.60614
H 0.34399 -2.28318 -4.86902
H -1.12434 -2.51975 -4.07268
H -0.32454 -4.61770 -2.99608
H 0.68551 -3.22917 -2.47711
H 1.37613 -5.14387 -4.32236
H 0.21119 -4.09273 -6.02541
C 5.48470 3.57756 -3.82143
C 5.86437 3.31247 -2.34667
O 4.78966 3.72793 -1.54244
O 5.98953 2.61755 -4.61683
H 5.87667 4.56324 -4.07220
H 4.40308 3.63183 -3.94494
H 6.77934 3.85792 -2.11557
H 6.00929 2.24002 -2.21642
H 4.19173 2.97837 -1.49509
H 6.94246 2.50380 -4.64079
C 4.77690 0.61413 1.58973
C 5.20372 2.08973 1.50190
O 6.01385 2.49182 2.69002
O 5.92990 -0.19213 1.15456
H 3.85428 0.41481 1.04463
H 4.43347 0.31289 2.57937
H 4.24136 2.58978 1.39272
H 5.64123 2.35474 0.53938
H 6.07743 3.44720 2.75930
H 6.74953 0.11542 1.54854
C -3.58518 1.25230 -3.27644
C -2.33369 1.00273 -2.43607
O -2.02202 -0.32373 -2.19242
O -4.70683 1.11061 -2.41848
H -3.68008 0.73918 -4.23341
H -3.67715 2.26472 -3.66968
H -2.30141 1.59858 -1.52392
H -1.46835 1.40012 -2.96651
H -1.37178 -0.39183 -1.48946
H -5.03786 2.01123 -2.38839
C -4.44054 -0.07437 0.72583
C -5.28453 -0.47348 1.90956
O -5.00143 -1.81584 2.35034
O -4.88263 -0.66976 -0.45499
H -3.40341 -0.39700 0.81738
H -4.34816 0.99139 0.51670
H -6.36138 -0.44013 1.74411
H -5.08299 0.31102 2.63898
H -5.30613 -2.47011 1.71732
H -4.76136 -0.06057 -1.18696
C -1.16203 1.21611 5.53247
C -2.59307 0.93175 5.85905
O -3.40414 1.99455 5.30988
O -0.90564 1.23970 4.10400
H -0.62184 0.39276 5.99978
H -0.84173 2.12089 6.04910
H -2.67031 0.91774 6.94622
H -3.09051 0.07852 5.39793
H -4.25103 1.96551 5.76102
H -1.20130 0.37632 3.80611
C 2.87828 -0.16739 -2.46905
C 2.46667 1.31902 -2.28547
O 3.10488 1.75070 -1.08449
O 2.31909 -0.99285 -1.46412
H 3.96216 -0.19902 -2.35818
H 2.54110 -0.49468 -3.45257
H 1.38199 1.21161 -2.28957
H 2.68997 1.95142 -3.14473
H 2.42503 1.55220 -0.43642
H 2.79202 -1.82800 -1.48580
```

Results
Frontier orbital gap ... 8.23 eV
E_HOMO ... -8.353 eV

---

Below is a 10-piece molecular cluster, C37H100N8O16 overall at a distorted geometry, with properties calculated with ωB97M-V/def2-TZVPD.

Geometry as XYZ:
```
161
C37H100N8O16 (ωB97M-V/def2-TZVPD)
C 0.10589 0.46787 -0.10299
O -0.27285 1.56803 -0.33439
N -0.19864 -0.15558 0.98312
N 0.86002 -0.17315 -0.89689
H -0.73694 0.51161 1.51717
H 0.09482 -1.06398 1.31295
H 1.05786 0.28447 -1.77526
H 1.28464 -1.02093 -0.54894
C -3.55843 -7.28022 6.66054
O -4.06472 -6.52262 5.59072
C -5.02902 -5.52419 6.01828
C -5.89487 -5.09421 4.84837
N -5.28693 -4.06664 4.02962
C -6.00115 -3.77375 2.80329
C -5.44915 -2.66177 1.88719
O -4.10230 -2.87773 1.45798
C -3.61534 -1.93319 0.48013
H -4.35411 -7.82625 7.16735
H -3.10974 -6.65243 7.43037
H -2.93295 -8.12155 6.36216
H -4.40401 -4.79293 6.53083
H -5.64178 -5.94162 6.81726
H -6.88922 -4.79867 5.18306
H -6.19154 -5.96141 4.25841
H -4.30421 -4.28376 3.94463
H -6.98330 -3.48357 3.17649
H -6.06803 -4.65234 2.16163
H -5.53212 -1.77009 2.50859
H -6.09085 -2.60787 1.00775
H -4.20057 -1.05474 0.75202
H -3.83523 -2.21307 -0.55012
H -2.54198 -1.75266 0.53842
C 11.07207 0.62426 1.59342
O 9.67258 0.13412 1.75136
C 9.48823 -0.84249 0.73437
C 8.09354 -1.53002 0.79398
N 6.97856 -0.62840 0.47218
C 5.72663 -1.15758 0.99538
C 4.57112 -0.21952 0.67291
O 4.61609 0.94686 1.48440
C 3.49907 1.74148 1.36156
H 11.62324 -0.12722 2.15876
H 11.19736 1.59455 2.07399
H 11.44673 0.65548 0.57032
H 10.17864 -1.68548 0.76321
H 9.57973 -0.34182 -0.22950
H 8.04071 -1.96817 1.79064
H 8.00048 -2.39195 0.13328
H 7.23061 0.21194 0.97258
H 5.84467 -1.32451 2.06603
H 5.46538 -2.11223 0.53876
H 3.60782 -0.61577 0.99404
H 4.43927 -0.07037 -0.39876
H 3.52546 2.66340 1.94248
H 2.64107 1.15507 1.69026
H 3.44145 2.03236 0.31268
C 8.64741 7.33712 1.47107
O 7.39205 6.76400 1.23735
C 6.38409 7.27912 2.11342
C 5.04904 7.38466 1.34839
N 4.35813 6.11834 1.10320
C 3.35650 6.43620 0.12248
C 2.38470 5.30132 -0.24744
O 1.41810 5.70546 -1.25392
C 0.15449 5.09365 -1.16877
H 8.61197 8.40767 1.26916
H 9.41792 6.93290 0.81455
H 9.05848 7.16749 2.46624
H 6.60579 8.32561 2.32272
H 6.24886 6.62371 2.97380
H 5.28424 7.90465 0.41974
H 4.39179 8.13993 1.77929
H 5.04320 5.44010 0.80191
H 3.90494 6.84864 -0.72440
H 2.68315 7.24478 0.40691
H 1.86728 4.81127 0.57732
H 2.96078 4.50492 -0.71860
H 0.39093 4.03298 -1.25354
H -0.47102 5.36537 -2.01907
H -0.34575 5.48858 -0.28452
C 2.17848 2.04223 -3.51094
O 1.43493 0.88250 -3.48525
C 0.43917 0.70349 -4.53050
C -0.22887 -0.65672 -4.38266
N -0.77409 -1.18897 -5.65670
C 0.31326 -1.73047 -6.44508
C -0.18400 -2.34016 -7.82126
O -0.63269 -3.68003 -7.56574
C -0.96262 -4.23517 -8.79445
H 2.91959 1.99704 -4.30894
H 2.82218 2.07825 -2.63204
H 1.54924 2.93227 -3.51073
H 0.81806 0.89043 -5.53528
H -0.32772 1.47221 -4.43543
H -0.99835 -0.65383 -3.61065
H 0.59504 -1.25766 -3.99775
H -1.52930 -1.84859 -5.53561
H 0.74934 -2.51781 -5.83025
H 1.12211 -1.01185 -6.57725
H 0.67472 -2.40779 -8.48918
H -0.90269 -1.73453 -8.37336
H -1.94519 -3.98547 -9.19484
H -0.93275 -5.32199 -8.71686
H -0.24867 -3.97895 -9.57721
C -6.98368 -0.49025 -7.83195
O -7.12595 -1.59559 -6.97262
C -6.19096 -1.43511 -5.88252
C -6.50816 -0.22996 -4.96230
N -5.44366 0.02731 -3.91753
C -4.24080 0.68744 -4.47164
C -3.43200 1.25721 -3.29481
O -3.90407 2.54735 -2.92940
C -3.05462 3.12212 -1.92876
H -7.14815 0.52724 -7.47731
H -7.81500 -0.59562 -8.52903
H -6.09892 -0.54899 -8.46586
H -5.17377 -1.38233 -6.27066
H -6.39072 -2.35396 -5.33124
H -7.34286 -0.61428 -4.37607
H -6.69544 0.75868 -5.38135
H -5.85035 0.70045 -3.28382
H -4.41645 1.47100 -5.20872
H -3.58067 -0.02064 -4.97260
H -2.43065 1.34361 -3.71663
H -3.40027 0.59320 -2.43099
H -2.09687 2.61433 -1.81478
H -3.64651 3.21336 -1.01803
H -2.84072 4.15883 -2.18873
C -1.28776 3.54012 2.78744
O -1.31209 2.12822 2.94994
C -2.64802 1.60235 3.12942
C -2.71687 0.19169 3.56955
N -2.68194 0.08702 5.02415
C -2.55749 -1.35234 5.41831
C -2.23981 -1.38285 6.89074
O -1.15928 -2.37416 7.16166
C -1.70186 -3.65253 7.07329
H -0.28984 3.92901 2.58486
H -1.65353 3.95693 3.72583
H -1.93502 3.74166 1.93390
H -3.00673 1.43967 2.11308
H -3.23918 2.19957 3.82365
H -1.81830 -0.30496 3.20346
H -3.53311 -0.36329 3.10711
H -1.90592 0.60191 5.41499
H -1.76349 -1.87343 4.88339
H -3.45651 -1.92145 5.18174
H -3.19864 -1.43514 7.40650
H -1.96343 -0.44887 7.38004
H -2.56039 -3.70437 7.74287
H -0.96806 -4.34383 7.48771
H -1.94310 -3.98431 6.06343
O 1.67495 -2.84733 -0.46850
H 0.81952 -3.26572 -0.56550
H 2.27003 -3.56515 -0.25204
O -0.53874 -4.40494 0.74999
H -0.16423 -3.69316 1.26897
H -1.33991 -4.64541 1.21533
O 0.92842 -2.68257 2.19353
H 1.08748 -2.60922 3.13457
H 1.77405 -2.94046 1.82660
```

Results
Frontier orbital gap ... 8.78 eV
SMILES ... COCCNCCOC.COCCNCCOC.COCCNCCOC.COCCNCCOC.COCCNCCOC.COCCNCCOC.NC(N)=O.O.O.O
E_HOMO ... -8.764 eV